Record 1
This record from the OMol25 dataset describes the molecule C2H5Cl2P. The level of theory is wB97M-V/def2-TZVPD.

Cartesian coordinates (Å):
C (-1.19734, -0.72500, -0.85255)
P (0.93160, -0.63293, -0.20085)
H (-1.92025, -0.12799, -0.39739)
H (-1.02614, -0.19600, -1.78627)
H (0.20637, 1.49288, 0.86265)
Cl (2.14858, 0.92019, 1.93326)
C (0.54077, 0.55263, 1.18199)
H (0.10270, -0.13448, 1.94780)
H (-1.48115, -1.66191, -1.07583)
Cl (1.69486, 0.51260, -1.61282)

Cartesian forces (eV/Å) of the 2 atoms listed first:
C 4.72 3.07 -0.59
P -3.84 -1.32 0.91

Calculated values
- SMILES string: CP(Cl)CCl
- Gap between HOMO and LUMO: 10.19 eV
- Electronic energy: -36487.897 eV
- Energy relative to the best compared isomer or geometry (same formula, charge and spin): 83.5 kJ/mol
- M: 130.9 g/mol

---

Record 2
This record from the OMol25 dataset describes the molecule C6H13NO. The level of theory is wB97M-V/def2-TZVPD.

Cartesian coordinates (Å):
C (-0.16533, 1.71699, -0.91745)
C (-1.63784, -0.69329, 0.22017)
H (-2.28994, 0.17840, 0.32718)
H (-0.69210, 0.80808, 2.38019)
H (0.26887, -0.65665, -2.29260)
N (0.64557, -1.70166, 0.28763)
H (-0.44174, -0.92375, 2.71565)
C (-0.09566, -0.07145, 2.12272)
H (0.93832, 0.12559, 2.41576)
C (0.54754, 0.56395, -0.25310)
H (1.49171, 0.88034, 0.19509)
H (-0.45925, 2.46243, -0.17014)
C (1.15520, -0.49234, -1.68171)
H (-1.06195, 1.39829, -1.45297)
H (0.48438, 2.20183, -1.65277)
H (1.76674, 0.29129, -2.13308)
C (-0.20558, -0.37100, 0.63211)
H (-1.69330, -1.02971, -0.81802)
O (1.67376, -1.84118, 0.91542)
H (1.81687, -1.35697, -1.69004)
H (-2.04628, -1.48918, 0.84993)

Cartesian forces (eV/Å) of the 2 atoms listed first:
C -0.07 0.02 0.03
C 0.15 -0.01 -0.12

Calculated values
- SMILES string: CC(C)C(C)(C)N=O
- Gap between HOMO and LUMO: 9.00 eV
- Electronic energy: -9966.903 eV
- Energy relative to the best compared isomer or geometry (same formula, charge and spin): 412.2 kJ/mol
- M: 115.2 g/mol

---

Record 3
This record from the OMol25 dataset describes C14H13BrCrF6O as an isolated structure. The level of theory is wB97M-V/def2-TZVPD.

Cartesian coordinates (Å):
C (0.11475, -3.58306, -1.23149)
H (-1.05525, -3.03181, 1.85027)
C (1.13264, 1.70832, -1.71840)
F (-1.85659, 0.48849, 2.78609)
O (0.11736, 0.31637, 0.81322)
H (-1.78936, -3.58002, -2.40924)
C (-0.90969, -3.16429, 0.78470)
C (0.92568, 0.57936, -2.59832)
H (-2.97969, -3.15521, -0.03127)
F (2.20571, -0.68436, 2.64564)
H (0.87647, -3.72464, -2.00028)
H (0.43990, 2.86950, 2.88225)
C (-0.56387, 0.35391, 3.16366)
C (0.39007, 0.88280, 1.97174)
F (-0.36216, -0.94977, 3.48196)
C (1.91135, 0.61755, 2.43726)
H (-0.92173, 2.97523, -4.10443)
C (-1.93032, -3.30732, -0.19763)
C (-0.26709, 2.37792, -3.46931)
H (0.85959, 2.80708, 1.14168)
F (-0.41505, 1.08423, 4.32444)
C (0.39593, 2.82767, -2.28523)
H (1.30516, -3.28628, 0.63697)
Br (-3.16063, 0.41423, -1.22143)
F (2.74665, 1.08081, 1.46397)
H (1.30345, -0.45358, -2.45253)
H (1.66303, 1.70458, -0.75767)
F (2.23023, 1.31394, 3.58787)
C (0.35536, -3.30997, 0.14216)
Cr (-0.91665, 1.17666, -1.70799)
C (0.21072, 2.39758, 1.92441)
C (0.05983, 0.98918, -3.67473)
H (-0.30483, 0.35990, -4.50497)
H (0.30724, 3.83042, -1.84896)
H (-0.82273, 2.61376, 1.62622)
C (-1.29549, -3.53917, -1.45059)

Cartesian forces (eV/Å) of the 2 atoms listed first:
C 0.06 0.66 0.45
H -0.03 0.17 -0.13

Calculated values
- Charge: -1
- 2S+1: 4
- Gap between HOMO and LUMO (alpha / beta): 3.27 / 3.11 eV
- Electronic energy: -131544.065 eV
- ⟨S²⟩: 3.91
- Energy relative to the best compared isomer or geometry (same formula, charge and spin): 336.9 kJ/mol
- M: 443.1 g/mol

---

Record 4
This record from the OMol25 dataset describes C4H8O3 as an isolated structure. The level of theory is wB97M-V/def2-TZVPD.

Cartesian coordinates (Å):
C (0.00280, -0.48536, -0.48377)
H (-0.47902, -0.41596, -1.49466)
O (1.56875, -1.24258, -0.30279)
C (-1.91890, 0.86256, -0.98379)
H (0.82829, 0.23720, 1.79268)
H (-2.17797, 1.91086, -0.88788)
C (-0.25701, 0.78897, 0.18537)
H (-1.99988, 0.61948, -2.08256)
H (3.21314, -1.81409, 0.73469)
O (2.00721, -0.73546, 1.88737)
C (2.25804, -1.26388, 0.80403)
H (-0.46163, -1.31875, 0.01034)
H (0.01186, 1.72377, -0.24650)
O (0.01268, 0.89090, 1.51984)
H (-2.60935, 0.24054, -0.44803)

Cartesian forces (eV/Å) of the 2 atoms listed first:
C 0.01 -0.68 0.22
H 2.35 -0.63 0.23

Calculated values
- Gap between HOMO and LUMO: 9.92 eV
- Electronic energy: -10416.054 eV
- Energy relative to the best compared isomer or geometry (same formula, charge and spin): 477.5 kJ/mol
- M: 104.1 g/mol

---

Record 5
This record from the OMol25 dataset describes a 2-piece molecular cluster, C6H13N3 overall. The level of theory is wB97M-V/def2-TZVPD.

Cartesian coordinates (Å):
H (0.79660, -1.64631, -3.11019)
H (-0.92416, -0.29086, -2.46607)
H (-1.15744, -1.79857, 0.68577)
N (-1.62102, 1.21599, -0.34525)
N (1.54356, -0.31556, 1.69022)
H (2.11467, -1.00888, 1.20841)
C (-0.45309, 0.96575, -0.81806)
H (1.51356, 1.69422, -1.32750)
H (0.52365, -2.14388, 0.32294)
H (0.17320, 2.82816, -1.65252)
H (-0.53126, -0.17095, 3.41311)
H (-1.74077, -0.07273, 2.15126)
C (-0.24186, -0.50681, -1.64014)
H (-0.54813, 1.25012, 2.33875)
N (-0.19737, -1.46777, 0.55069)
H (0.72008, 2.52826, 0.01753)
H (-2.21764, 0.38292, -0.39144)
C (0.76428, -1.28281, -2.08962)
C (-0.70449, 0.17218, 2.38782)
C (0.55379, 2.07161, -0.96177)
C (0.28915, -0.48208, 1.47171)
H (1.34468, -1.92198, -1.43566)

Cartesian forces (eV/Å) of the 2 atoms listed first:
H -0.53 -0.05 -0.03
H -0.20 0.01 -0.18

Calculated values
- SMILES string: [H]/N=C(/C)C=C.[H]/N=C(/C)N
- Gap between HOMO and LUMO: 9.13 eV
- Electronic energy: -10899.616 eV
- Energy relative to the best compared isomer or geometry (same formula, charge and spin): 366.2 kJ/mol
- M: 127.2 g/mol

---

Record 6
This record from the OMol25 dataset describes the molecule C7H8. The level of theory is wB97M-V/def2-TZVPD.

Cartesian coordinates (Å):
H (1.75724, -0.12586, -1.66003)
C (1.53188, -0.09448, -0.59653)
H (2.34177, 0.42941, 1.20896)
C (-1.97775, -1.17302, 0.02900)
C (0.26792, -0.18282, -0.28070)
H (-0.67544, 1.95126, -0.33508)
H (-3.56964, -2.74518, 0.10292)
H (3.26948, -0.98030, 0.55066)
H (-2.49549, 1.63031, -0.31074)
C (-2.73181, -2.07282, -0.12680)
C (-1.57134, 1.33685, 0.07444)
H (-1.64756, 1.53039, 1.12108)
H (3.69774, 0.60570, 0.05194)
C (-1.05335, -0.08802, -0.18026)
C (2.85636, -0.02143, 0.35112)

Cartesian forces (eV/Å) of the 2 atoms listed first:
H -0.13 0.02 -0.09
C 2.18 -0.27 0.03

Calculated values
- SMILES string: C#CC(C)=C=CC
- Gap between HOMO and LUMO: 9.67 eV
- Electronic energy: -7384.180 eV
- Energy relative to the best compared isomer or geometry (same formula, charge and spin): 440.7 kJ/mol
- M: 92.1 g/mol